47
Properties=species:S:1:pos:R:3:forces:R:3 method="wB97M-V/def2-TZVPD" orbital_gap_ev=3.9 homo_ev=0.839 total_charge=-2
H 2.1052 -1.1426 0.7322 -0.1 -0.4 0.1
C -3.4137 0.9786 0.7678 -0.7 1.3 -0.5
N -0.8275 1.0898 -0.6421 2.5 1.3 -0.5
C 2.2914 -2.6129 2.3233 -0.3 0.0 -0.2
C 1.7400 -3.7643 2.8963 0.0 -0.2 0.2
C -2.1507 -1.0164 1.9896 1.4 -1.8 0.0
C -1.3626 1.6628 -1.7804 -0.2 -1.3 -1.4
C -2.2583 -0.9208 -0.7439 -1.1 -0.6 0.3
H 2.2488 2.5757 1.1769 -0.1 0.0 -0.4
H 1.0371 4.7000 1.6208 0.0 0.0 -0.1
O -4.4545 1.4723 0.7355 0.0 -0.4 0.1
O 1.5481 -4.1124 -3.0518 0.3 -0.7 0.0
C -0.9589 -1.3950 -1.0719 1.1 -2.7 2.4
C -0.0722 -3.7123 1.2963 0.4 0.2 -0.1
O -0.3332 1.7019 2.9123 -0.5 -0.2 -0.4
H 2.2412 -4.2475 3.7359 -0.1 0.1 -0.1
C 0.0588 -2.1151 -0.6069 -3.4 1.0 2.0
C -0.3505 -0.9268 -3.8181 1.0 -1.5 -0.1
H -1.0226 -4.0744 0.9008 0.3 0.0 0.1
C 1.0663 -3.1022 -2.7639 -0.3 0.6 -0.5
O -1.3884 1.0769 -2.8759 -0.5 2.0 1.8
O 2.8251 0.0076 -2.5322 0.3 0.2 0.1
H 0.0869 -5.1693 2.8576 0.1 0.1 0.1
H -2.9456 -1.6994 -0.3864 0.0 0.0 -0.4
C 1.8186 -0.4565 -2.2103 -0.2 -0.4 -0.8
C 1.7048 -2.0479 1.1960 0.2 -0.4 0.3
C 1.7504 4.6408 0.7933 0.0 0.5 0.2
H 3.1869 -2.1531 2.7419 -0.1 -0.2 0.0
H -1.6239 3.4754 -0.6858 -0.2 0.0 -0.2
H 2.6967 5.0542 1.1419 0.1 0.0 0.0
H 1.3777 5.2623 -0.0260 0.0 0.0 0.1
C 0.5546 -2.6388 0.6329 0.1 0.2 -0.2
H -3.0747 2.9113 -1.5741 0.2 0.0 0.0
H 2.6066 3.1252 -0.5031 -0.1 -0.1 0.3
C -1.9821 3.0130 -1.6090 -0.2 0.8 -0.2
C 0.4538 1.5111 -0.3553 0.9 -2.9 -0.1
O -2.3162 -1.8220 2.7985 -0.6 0.7 -0.1
H -1.7093 3.6228 -2.4752 -0.2 0.1 0.1
O 1.4648 0.7862 -0.2848 -1.7 1.7 0.9
O -0.5814 -0.7508 -4.9355 -0.4 0.4 0.3
C -0.9392 1.1655 2.0910 0.6 0.1 0.2
Co -1.8125 0.2407 0.8020 -1.3 1.0 1.5
Co 0.3636 -1.5732 -2.2868 2.6 0.4 -4.9
C 0.5450 -4.2960 2.3959 0.1 0.2 0.0
O 0.5806 2.8209 -0.0885 1.0 1.2 0.4
C 1.9211 3.2179 0.3494 -0.9 -0.2 -0.4
H -2.6963 -0.3633 -1.5804 -0.2 0.0 0.5

44
Properties=species:S:1:pos:R:3:forces:R:3 method="wB97M-V/def2-TZVPD" orbital_gap_ev="4.8 / 7.5" s_squared=8.78 spin_multiplicity=6 homo_ev="-5.127 / -7.828"
H -1.8033 -1.9756 3.8392 0.0 0.3 -0.5
H 2.3400 -0.4076 0.4222 -0.5 -0.5 0.9
C -2.4667 4.6020 2.1109 0.7 -0.2 0.2
C 2.1749 -2.5554 3.0354 -0.2 -1.1 1.0
H -3.2174 -0.4417 2.3566 0.0 -0.1 -0.2
N -0.8255 3.7524 0.0375 -0.6 -0.4 -0.3
H 3.8788 -3.7606 -4.3894 0.0 -0.1 0.2
C 2.8519 -2.2566 -3.2904 0.4 0.4 0.0
H 2.7926 -3.2425 3.6143 -0.2 0.1 -0.1
N 1.7138 -1.5733 -3.1209 0.3 0.8 0.3
N -0.2584 -0.0397 0.7680 -0.5 0.3 -0.4
C -1.8166 4.6435 -0.2011 0.7 -0.1 0.1
H -0.2634 -3.1603 -5.1824 -0.7 -0.2 -0.5
C 1.8047 -3.5623 -4.9167 -1.1 -0.2 -0.4
C 1.8974 -0.9713 1.2875 0.2 0.2 -0.5
H 3.7574 -1.9514 1.7548 0.3 0.0 -0.1
O -0.0627 3.3153 -0.9459 0.2 -0.3 -0.3
C -1.6217 0.0616 1.0523 -0.3 -0.4 0.4
H -1.8988 4.9758 -1.2285 0.1 -0.1 0.2
S -0.8394 -1.0522 -3.2166 -0.7 0.2 -0.3
H -3.2941 5.8801 0.5891 -0.5 0.3 0.0
C -1.4808 3.6206 2.2884 -0.1 0.3 0.3
H 0.3979 -3.0818 4.1293 0.3 0.4 -0.4
C -2.5951 5.1134 0.8403 0.2 -0.2 -0.7
O -3.5918 1.2908 0.5114 0.7 -0.4 -0.9
Pm 0.1341 0.8552 -1.3416 0.2 -0.3 -0.6
C -2.5462 0.7928 0.0977 0.5 0.2 1.3
C 0.8257 -2.4472 3.3323 0.3 -1.0 1.2
H -1.2378 3.1511 3.2242 -0.4 0.0 0.4
C -0.6709 3.2118 1.2557 -0.6 0.4 0.2
O 1.7630 -0.5145 -2.3095 -0.1 0.1 0.3
C 0.5227 -0.8418 1.5875 0.8 0.0 -0.6
C -0.0193 -1.5903 2.6658 -0.2 0.6 -0.7
H -3.0888 5.0122 2.9070 0.3 -0.4 -0.1
H 1.7840 -4.3927 -5.5982 0.1 -0.1 -0.3
C 0.5480 -1.8625 -3.7501 0.2 0.2 0.6
C 2.9412 -3.2586 -4.2053 0.7 0.0 0.1
C -1.3998 -1.4330 2.9744 -0.7 0.5 -0.4
C -2.1683 -0.6032 2.1335 0.2 -0.5 1.2
H 3.6563 -1.8809 -2.6863 0.2 0.0 0.1
C 0.6327 -2.8737 -4.7014 0.5 -0.4 0.2
O -2.0241 0.8846 -1.1060 -0.5 0.4 0.1
C 2.7201 -1.8485 2.0054 -0.4 1.2 -0.8
H 0.0535 2.4163 1.3697 0.1 0.2 -0.1

48
Properties=species:S:1:pos:R:3:forces:R:3 method="wB97M-V/def2-TZVPD" orbital_gap_ev="5.6 / 6.9" s_squared=3.79 spin_multiplicity=4 homo_ev="-1.044 / -2.364" total_charge=-2
C -2.4326 2.9124 -2.3611 0.3 0.1 0.1
V 0.2771 0.4946 0.5003 0.3 0.4 0.9
H 1.4529 -2.5259 3.2747 -0.1 -0.1 0.3
C 2.7318 -2.3016 1.5992 0.1 0.1 -1.1
H 3.4354 -0.8324 -3.1784 0.0 0.0 0.0
N -4.7763 4.5667 -4.3721 0.0 0.0 0.0
H 2.7638 0.2126 0.8887 0.0 0.2 0.0
N -7.1569 1.8066 -2.4791 0.0 0.0 0.0
H -0.2680 -0.8681 4.1756 0.1 -0.1 0.3
H 2.4442 0.6306 -1.4994 0.0 0.1 0.1
C 2.1202 -2.4949 -2.7419 0.0 -0.2 -0.2
C -6.0228 1.8616 -2.2898 0.8 0.0 0.1
O -1.2997 1.4248 4.1496 0.0 0.0 -0.1
O -0.4758 1.5859 2.0476 -0.1 -0.2 1.2
H 3.3666 1.7661 2.7081 0.3 0.0 -0.1
C 2.3819 1.4270 2.3965 -0.2 -0.3 -0.6
C -4.0071 0.9992 -1.1752 0.1 -0.2 0.2
C 2.6588 -3.3758 -3.7449 -0.1 0.2 0.4
S -0.1243 2.1590 -1.1203 -0.3 0.5 -0.4
O 3.2563 -1.3514 0.9210 -0.2 -0.3 0.8
C 2.6116 -1.1876 -2.5758 0.1 -0.3 -0.2
C -3.7866 2.8753 -2.6559 -0.1 0.6 -0.6
H -1.8151 3.6698 -2.8303 0.0 0.0 0.0
C 1.3809 -2.0494 2.2981 0.0 0.5 0.2
H 1.6833 0.4096 4.1630 -0.1 0.0 0.1
C -1.8268 2.0121 -1.4744 0.0 0.0 0.0
C -2.6333 0.9975 -0.8928 -0.1 0.0 0.0
S -1.9611 -0.2471 0.1310 -0.8 -0.1 -0.2
O 2.3541 1.1462 0.9806 0.1 -0.3 0.4
H 1.6706 2.2162 2.5817 -0.2 0.2 0.0
H -1.0891 -1.0812 2.6222 -0.1 -0.1 -0.1
C 0.5434 -2.0198 -0.9940 0.5 0.7 -0.1
C -4.3428 3.8203 -3.6105 0.2 -0.5 0.5
H -0.2876 -2.3099 -0.3789 -0.2 0.0 0.1
H 2.8965 -0.4546 3.2368 0.3 -0.3 0.0
N 0.9634 -0.6368 2.4370 -0.2 0.1 0.1
H 0.6150 -2.5822 1.7391 -0.1 0.0 -0.1
C -4.5903 1.9134 -2.0412 -0.8 -0.2 0.0
C -0.7632 0.9606 3.1501 0.2 0.4 -0.6
C 2.0643 -0.3684 -1.6371 -0.7 -0.2 0.4
C 1.0610 -2.8971 -1.9023 0.2 0.0 -0.3
N 3.0890 -4.0823 -4.5517 -0.1 0.1 0.1
C 2.0147 0.1580 3.1558 -0.5 -0.1 -0.3
O 3.1223 -3.4750 1.6932 0.1 0.4 0.1
H 0.6523 -3.8962 -1.9737 0.0 0.0 0.0
H -4.6331 0.2543 -0.6980 0.0 0.0 0.0
N 1.0103 -0.7323 -0.8222 0.8 -1.3 -1.1
C -0.3291 -0.5106 3.1510 0.4 0.1 -0.2